1.
This record from the OMol25 dataset describes C24H26BrN2O3S3SiTl as an isolated structure. The level of theory is the ωB97M-V functional and the def2-TZVPD basis.

Geometry (Å):
Tl 0.738 -0.047 0.113
Br 3.911 -2.073 1.517
C 3.756 -0.465 2.541
C 4.763 -0.176 3.448
C 4.634 1.009 4.155
C 3.543 1.826 3.917
C 2.595 1.440 2.976
N 2.710 0.286 2.308
C 1.395 2.376 2.675
O 1.313 3.354 3.438
O 0.689 2.066 1.697
H 5.596 -0.850 3.582
H 5.389 1.291 4.880
H 3.380 2.764 4.428
S 1.646 0.957 -5.032
C 0.551 -0.291 -4.669
N -0.131 -0.489 -3.571
C -0.934 -1.603 -3.647
C -1.756 -2.056 -2.611
C -2.519 -3.195 -2.797
C -2.480 -3.895 -4.005
C -1.667 -3.462 -5.042
C -0.897 -2.321 -4.861
S 0.220 -1.526 -5.926
H -1.776 -1.511 -1.674
H -3.146 -3.552 -1.989
H -3.084 -4.786 -4.131
H -1.633 -4.009 -5.977
C -1.471 2.341 -3.491
S -1.706 2.060 -1.734
O -3.090 2.522 -1.414
C -0.565 3.307 -1.155
C -1.014 4.256 -0.255
C -0.101 5.138 0.305
C 1.239 5.064 -0.040
C 1.675 4.110 -0.951
C 0.776 3.217 -1.510
H -1.690 3.386 -3.710
H -2.179 1.678 -3.988
H -0.460 2.058 -3.786
H -2.063 4.264 0.015
H -0.430 5.860 1.042
H 1.955 5.728 0.429
H 2.725 4.038 -1.205
H 1.114 2.445 -2.194
C -1.940 -3.601 0.920
Si -1.270 -2.441 2.257
C -2.471 -2.622 3.729
C 0.349 -3.196 2.884
C -1.054 -0.755 1.612
H -2.070 -4.620 1.298
H -1.269 -3.639 0.059
H -2.912 -3.249 0.561
H -2.559 -3.664 4.057
H -3.467 -2.260 3.462
H -2.122 -2.026 4.577
H 0.180 -4.162 3.370
H 0.830 -2.531 3.608
H 1.055 -3.341 2.064
H -0.859 -0.003 2.384
H -1.941 -0.425 1.054

The net charge is -2. The highest occupied orbital energy comes out at -1.4 eV. The calculation puts the gap between HOMO and LUMO at 5.40 eV. Its maximum force is 0.2 eV/Å.

***

2.
This record from the OMol25 dataset describes an isolated molecule of C2H8NO2P in a non-equilibrium geometry. The level of theory is the ωB97M-V functional and the def2-TZVPD basis.

Geometry (Å):
C 0.799 -1.534 -0.492
P -0.129 -0.366 0.513
C 1.252 1.291 0.129
O -0.653 -0.621 1.842
O -1.287 -0.087 -0.583
N -2.521 0.424 -0.069
H 0.287 -2.404 -1.019
H 1.191 -0.852 -1.243
H 1.623 -2.106 -0.036
H 0.532 1.873 -0.356
H 1.723 1.616 1.151
H 2.129 1.116 -0.479
H -2.516 1.339 -0.376
H -2.430 0.312 1.018

The net charge is 0. Its SMILES is CP(C)(=O)ON. The energy relative to the best compared isomer or geometry (same formula, charge and spin) is 330.7 kJ/mol. The highest occupied orbital energy comes out at -9.5 eV. The calculation puts the gap between HOMO and LUMO at 10.25 eV. Its maximum force is 4.6 eV/Å.

***

3.
This record from the OMol25 dataset describes C27H22BrN6O2Sr as an isolated structure in a non-equilibrium geometry. The level of theory is the ωB97M-V functional and the def2-TZVPD basis.

Geometry (Å):
Sr 0.613 1.090 -0.455
N 0.482 -3.390 1.375
C 0.604 -2.493 0.395
N 1.316 -1.411 0.420
C 2.077 -1.169 1.575
N 2.900 -0.183 1.716
N 2.855 0.682 0.609
C 3.856 1.446 0.476
C 3.905 2.361 -0.707
C 4.990 3.204 -0.859
C 5.063 3.997 -1.999
C 4.051 3.906 -2.933
C 2.992 3.040 -2.689
N 2.901 2.278 -1.603
C 1.934 -2.080 2.724
C 2.573 -1.852 3.948
C 2.384 -2.717 5.002
C 1.551 -3.831 4.857
C 0.913 -4.077 3.661
C 1.115 -3.192 2.604
H -0.142 -4.169 1.238
H 0.020 -2.723 -0.491
H 4.691 1.406 1.173
H 5.767 3.236 -0.108
H 5.901 4.664 -2.150
H 4.062 4.491 -3.842
H 2.174 2.955 -3.395
H 3.209 -0.983 4.039
H 2.880 -2.533 5.945
H 1.403 -4.505 5.690
H 0.266 -4.938 3.544
C -3.359 0.063 -4.979
C -2.650 1.064 -4.113
C -3.201 2.303 -3.799
C -2.502 3.206 -3.020
C -1.253 2.806 -2.587
Br -0.241 4.011 -1.488
N -0.689 1.646 -2.842
C -1.394 0.791 -3.599
H -3.121 0.222 -6.032
H -4.440 0.141 -4.867
H -3.069 -0.955 -4.720
H -4.188 2.563 -4.163
H -2.906 4.172 -2.760
H -0.921 -0.163 -3.803
O -1.730 1.158 -0.102
C -1.574 0.488 0.968
O -0.494 0.527 1.619
C -2.653 -0.455 1.398
C -2.430 -1.269 2.506
C -3.397 -2.182 2.903
C -4.589 -2.276 2.194
C -4.816 -1.456 1.096
C -3.848 -0.546 0.696
H -1.505 -1.168 3.058
H -3.229 -2.806 3.772
H -5.348 -2.983 2.505
H -5.751 -1.520 0.556
H -4.003 0.105 -0.154

The net charge is +1. The energy relative to the best compared isomer or geometry (same formula, charge and spin) is 65.4 kJ/mol. The highest occupied orbital energy comes out at -10.9 eV. The calculation puts the gap between HOMO and LUMO at 7.89 eV. Its maximum force is 1.0 eV/Å.

***

4.
This record from the OMol25 dataset describes a 2-piece molecular cluster, C6H16N2O overall in a non-equilibrium geometry. The level of theory is the ωB97M-V functional and the def2-TZVPD basis.

Geometry (Å):
C -0.023 -2.430 0.549
C 0.349 -1.105 1.183
C 1.228 -1.227 2.408
N 1.366 -0.327 -0.062
O 2.048 0.593 0.324
H -0.547 -3.071 1.263
H 0.878 -2.941 0.209
H -0.685 -2.266 -0.303
H -0.562 -0.559 1.460
H 0.642 -1.000 3.298
H 2.086 -0.546 2.392
H 1.685 -2.213 2.524
C -0.727 2.074 -0.017
C -0.583 1.003 -1.078
C 0.185 1.482 -2.294
N -1.799 0.346 -1.412
H 0.255 2.297 0.404
H -1.145 2.989 -0.442
H -1.369 1.723 0.792
H -0.029 0.072 -0.305
H 1.151 1.894 -2.008
H -0.375 2.273 -2.800
H 0.339 0.674 -3.010
H -1.727 -0.315 -2.174
H -2.640 0.580 -0.902

The net charge is 0. Its SMILES is CC(C)N=O.CC(C)N. The energy relative to the best compared isomer or geometry (same formula, charge and spin) is 503.4 kJ/mol. The highest occupied orbital energy comes out at -8.1 eV. The calculation puts the gap between HOMO and LUMO at 8.56 eV. Its maximum force is 3.9 eV/Å.

***

5.
This record from the OMol25 dataset describes a 3-piece molecular cluster, C9H23FN3O2P overall in a non-equilibrium geometry. The level of theory is the ωB97M-V functional and the def2-TZVPD basis.

Geometry (Å):
C -0.868 -1.909 -1.333
C -1.167 -0.579 -1.470
C -2.428 0.131 -1.099
P -3.932 -0.905 -1.105
N -3.606 -1.540 -2.735
F -4.301 -0.391 0.475
H -1.293 -2.714 -1.922
H -0.074 -2.171 -0.629
H -0.365 0.059 -1.857
H -2.341 0.648 -0.147
H -2.613 0.918 -1.850
H -5.117 -0.273 -1.501
H -4.029 -2.206 -0.614
H -4.187 -2.360 -2.872
H -3.908 -0.869 -3.433
C 2.379 -3.160 3.439
N 1.864 -3.276 2.089
C 2.278 -2.623 0.972
C 3.416 -1.643 1.114
O 1.734 -2.827 -0.104
H 2.745 -4.128 3.784
H 1.587 -2.830 4.114
H 3.192 -2.444 3.480
H 1.101 -3.914 1.923
H 3.618 -1.207 0.141
H 3.152 -0.841 1.804
H 4.316 -2.146 1.471
C -0.583 3.934 -0.963
N 0.310 2.893 -0.497
C 1.465 3.030 0.210
C 1.897 4.434 0.569
O 2.116 2.052 0.537
H -1.580 3.789 -0.541
H -0.668 3.894 -2.051
H -0.221 4.915 -0.677
H 0.076 1.934 -0.708
H 2.826 4.373 1.127
H 2.064 5.029 -0.329
H 1.145 4.923 1.190

The net charge is 0. Its SMILES is C=CC[PH2](N)F.CNC(C)=O.CNC(C)=O. The energy relative to the best compared isomer or geometry (same formula, charge and spin) is 0.0 kJ/mol. The highest occupied orbital energy comes out at -7.5 eV. The calculation puts the gap between HOMO and LUMO at 8.14 eV. Its maximum force is 2.3 eV/Å.

***

6.
This record from the OMol25 dataset describes an isolated molecule of C16H15N5O3S2 in a non-equilibrium geometry. The level of theory is the ωB97M-V functional and the def2-TZVPD basis.

Geometry (Å):
O 0.085 4.572 1.719
S 0.805 3.577 0.985
O 1.082 3.812 -0.396
N 2.266 3.415 1.846
C 3.235 2.576 1.394
N 2.832 1.586 0.601
C 3.766 0.761 0.164
C 5.102 0.896 0.510
C 5.403 1.950 1.360
N 4.485 2.789 1.803
C 0.057 1.982 1.214
C -0.074 1.125 0.140
C -0.651 -0.116 0.321
C -1.108 -0.496 1.588
N -1.682 -1.736 1.831
C -2.337 -2.580 0.974
S -2.498 -4.168 1.396
N -2.891 -2.052 -0.131
C -3.419 -2.842 -1.213
C -2.779 -2.464 -2.510
C -3.249 -2.462 -3.789
C -2.177 -2.017 -4.604
C -1.141 -1.776 -3.760
O -1.493 -2.044 -2.489
C -0.940 0.378 2.668
C -0.362 1.617 2.479
H 2.574 4.202 2.396
H 3.417 -0.035 -0.482
H 5.858 0.221 0.146
H 6.412 2.142 1.703
H 0.299 1.443 -0.820
H -0.702 -0.806 -0.507
H -1.560 -2.116 2.760
H -2.825 -1.055 -0.277
H -3.218 -3.892 -0.963
H -4.504 -2.714 -1.296
H -4.229 -2.745 -4.111
H -2.187 -1.893 -5.667
H -0.144 -1.422 -3.926
H -1.269 0.074 3.650
H -0.240 2.312 3.294

The net charge is 0. Its SMILES is O=S(=O)(Nc1ncccn1)c1ccc(NC(=S)NCc2ccco2)cc1. The energy relative to the best compared isomer or geometry (same formula, charge and spin) is 149.4 kJ/mol. The highest occupied orbital energy comes out at -8.3 eV. The calculation puts the gap between HOMO and LUMO at 8.54 eV. Its maximum force is 1.3 eV/Å.

***

7.
This record from the OMol25 dataset describes a 4-piece molecular cluster, CH10NO4 overall in a non-equilibrium geometry. The level of theory is the ωB97M-V functional and the def2-TZVPD basis.

Geometry (Å):
N 1.915 -1.080 -0.139
C 0.996 0.190 -0.054
O 0.011 0.121 0.954
H 2.141 -1.119 -1.116
H 1.122 -1.864 -0.108
H 0.517 0.655 -1.051
H 1.608 0.992 0.437
H -2.714 0.507 0.566
H -1.204 0.252 0.185
O -2.179 0.687 -0.188
H -0.779 1.441 -2.692
H -2.092 1.043 -1.984
O -1.789 1.514 -2.762
H 0.476 -0.756 2.020
H 1.460 -1.199 3.071
O 0.512 -1.384 2.862

The net charge is 0. The energy relative to the best compared isomer or geometry (same formula, charge and spin) is 201.1 kJ/mol. The highest occupied orbital energy (spin up / spin down) comes out at -10.9 / -10.8 eV. The calculation puts the gap between HOMO and LUMO (spin up / spin down) at 11.12 / 6.56 eV. Its spin multiplicity is 2. Its maximum force is 4.9 eV/Å.

***

8.
This record from the OMol25 dataset describes C24H35N6SW as an isolated structure in a non-equilibrium geometry. The level of theory is the ωB97M-V functional and the def2-TZVPD basis.

Geometry (Å):
W 0.249 0.407 -0.099
C 5.051 -1.407 0.800
C 3.881 -1.286 1.705
N 3.852 -1.561 2.963
N 2.577 -1.230 3.364
C 1.814 -0.748 2.386
S 0.254 -0.132 2.393
N 2.646 -0.786 1.314
N 2.233 -0.345 0.038
H 5.865 -1.872 1.349
H 5.381 -0.421 0.463
H 4.820 -2.017 -0.075
H 2.306 -1.339 4.327
H 2.979 0.217 -0.366
H 2.064 -1.167 -0.552
C -0.866 1.312 -2.903
N 0.171 0.395 -2.369
C 1.473 0.828 -2.928
C -0.124 -1.003 -2.832
C -0.396 -1.974 -1.710
C -0.413 -3.335 -2.028
C -0.777 -4.264 -1.071
C -1.155 -3.834 0.199
C -1.127 -2.486 0.508
C -0.723 -1.506 -0.420
H -0.857 1.287 -3.995
H -0.660 2.324 -2.564
H -1.844 1.002 -2.545
H 1.449 0.788 -4.021
H 2.268 0.178 -2.569
H 1.675 1.849 -2.615
H 0.700 -1.349 -3.456
H -1.004 -0.970 -3.475
H -0.160 -3.662 -3.032
H -0.790 -5.318 -1.319
H -1.465 -4.554 0.946
H -1.425 -2.180 1.502
C 3.417 2.435 1.596
C 3.006 3.622 0.724
C 3.231 3.313 -0.759
C 1.606 4.144 1.031
C 1.534 5.460 1.479
C 0.328 6.052 1.806
C -0.830 5.303 1.722
C -0.821 3.981 1.287
C -2.167 3.262 1.313
C -2.205 2.071 2.275
C -2.676 2.851 -0.067
C 0.407 3.411 0.898
N 0.454 2.125 0.320
H 4.491 2.249 1.497
H 2.873 1.546 1.295
H 3.197 2.618 2.650
H 3.676 4.443 0.984
H 2.658 2.434 -1.051
H 4.290 3.119 -0.951
H 2.921 4.148 -1.390
H 2.451 6.028 1.576
H 0.294 7.081 2.139
H -1.775 5.749 2.009
H -2.868 4.001 1.703
H -1.724 1.196 1.835
H -3.240 1.796 2.492
H -1.706 2.299 3.219
H -2.077 2.031 -0.460
H -2.636 3.680 -0.776
H -3.710 2.503 -0.002

The net charge is +1. The energy relative to the best compared isomer or geometry (same formula, charge and spin) is 118.5 kJ/mol. The highest occupied orbital energy (spin up / spin down) comes out at -10.2 / -10.2 eV. The calculation puts the gap between HOMO and LUMO (spin up / spin down) at 7.48 / 7.48 eV. Its maximum force is 1.7 eV/Å.

***

9.
This record from the OMol25 dataset describes C32H19Cl2CrGeN4O as an isolated structure in a non-equilibrium geometry. The level of theory is the ωB97M-V functional and the def2-TZVPD basis.

Geometry (Å):
Cr -0.347 1.183 0.640
Cl -0.141 -0.101 5.134
C 1.015 -0.269 3.888
C 2.338 -0.641 4.213
C 3.285 -0.803 3.241
Cl 4.878 -1.285 3.671
C 2.966 -0.581 1.873
C 3.843 -0.730 0.782
C 3.405 -0.486 -0.497
C 2.097 -0.040 -0.705
N 1.254 0.110 0.302
C 1.651 -0.192 1.581
C 0.651 -0.065 2.577
O -0.599 0.245 2.155
H 2.590 -0.808 5.250
H 4.863 -1.042 0.961
H 4.063 -0.604 -1.345
H 1.730 0.219 -1.690
N 0.110 2.942 0.270
C 0.552 4.036 0.301
C 1.075 5.276 0.344
C 0.323 6.376 -0.156
N -0.307 7.252 -0.550
C 2.387 5.419 0.884
N 3.436 5.515 1.345
C -1.484 0.880 -0.524
Ge -2.739 0.996 -2.114
C -2.467 2.841 -2.591
C -2.873 3.801 -1.659
C -2.671 5.151 -1.898
C -2.070 5.559 -3.082
C -1.683 4.617 -4.024
C -1.877 3.264 -3.779
C -4.466 0.612 -1.363
C -4.631 0.115 -0.073
C -5.901 -0.139 0.427
C -7.016 0.102 -0.362
C -6.863 0.597 -1.650
C -5.595 0.854 -2.148
C -2.076 -0.353 -3.316
C -0.959 -0.158 -4.132
C -0.510 -1.171 -4.966
C -1.170 -2.393 -4.990
C -2.274 -2.602 -4.177
C -2.725 -1.588 -3.344
H -3.365 3.496 -0.740
H -2.983 5.886 -1.168
H -1.908 6.613 -3.266
H -1.232 4.936 -4.955
H -1.582 2.549 -4.537
H -3.769 -0.084 0.556
H -6.019 -0.524 1.431
H -8.006 -0.093 0.027
H -7.733 0.786 -2.264
H -5.496 1.250 -3.154
H -0.425 0.785 -4.121
H 0.349 -1.006 -5.604
H -0.824 -3.181 -5.645
H -2.788 -3.554 -4.194
H -3.596 -1.759 -2.722

The net charge is +1. The energy relative to the best compared isomer or geometry (same formula, charge and spin) is 26.5 kJ/mol. The highest occupied orbital energy (spin up / spin down) comes out at -11.7 / -11.7 eV. The calculation puts the gap between HOMO and LUMO (spin up / spin down) at 6.02 / 6.01 eV. Its maximum force is 2.9 eV/Å.

***

10.
This record from the OMol25 dataset describes C21H29N10O4PReS as an isolated structure in a non-equilibrium geometry. The level of theory is the ωB97M-V functional and the def2-TZVPD basis.

Geometry (Å):
Re 0.048 0.182 0.561
C -0.596 -3.118 6.069
C -0.929 -3.080 4.576
C -0.747 -1.731 3.968
N -0.423 -1.485 2.744
N -0.407 -0.134 2.487
C -0.616 0.649 3.560
N -0.529 1.971 3.546
S -0.983 -0.284 4.946
H -0.760 -4.122 6.452
H -1.248 -2.459 6.648
H 0.444 -2.853 6.260
H -1.974 -3.364 4.413
H -0.320 -3.784 4.007
H -0.121 2.491 2.784
H -0.708 2.507 4.386
C -5.024 -0.161 -1.686
N -3.946 -1.046 -2.365
C -3.457 -0.306 -3.631
N -2.991 0.992 -3.284
C -4.047 1.787 -2.650
N -4.493 1.131 -1.421
C -3.509 1.176 -0.353
P -1.995 0.233 -0.882
C -2.813 -1.347 -1.425
C -1.736 1.004 -2.560
H -5.340 -0.673 -0.778
H -5.856 -0.105 -2.386
H -4.378 -1.930 -2.651
H -4.315 -0.245 -4.299
H -2.679 -0.917 -4.088
H -4.888 1.880 -3.337
H -3.678 2.786 -2.428
H -3.923 0.738 0.558
H -3.245 2.213 -0.138
H -3.215 -1.886 -0.567
H -2.095 -1.992 -1.935
H -0.981 0.445 -3.117
H -1.382 2.029 -2.434
N 2.476 -4.640 0.390
C 2.038 -3.571 -0.258
C 1.348 -2.513 0.409
N 0.927 -1.465 -0.291
C 1.176 -1.382 -1.622
C 1.860 -2.423 -2.232
N 2.264 -3.490 -1.576
H 2.374 -4.765 1.383
H 2.979 -5.348 -0.128
H 1.146 -2.538 1.467
H 0.896 -0.481 -2.151
H 2.087 -2.374 -3.291
O 2.035 0.702 1.114
C 2.105 1.502 0.142
O 0.867 1.543 -0.452
C 3.200 2.253 -0.310
C 4.431 2.130 0.374
C 5.508 2.877 -0.042
C 5.339 3.709 -1.140
C 4.148 3.848 -1.841
C 3.062 3.120 -1.418
N 6.519 4.510 -1.602
O 7.420 4.619 -0.811
O 6.437 4.963 -2.716
H 4.521 1.458 1.217
H 6.468 2.840 0.454
H 4.109 4.515 -2.691
H 2.113 3.212 -1.928

The net charge is +4. The energy relative to the best compared isomer or geometry (same formula, charge and spin) is 98.4 kJ/mol. The highest occupied orbital energy (spin up / spin down) comes out at -19.2 / -19.2 eV. The calculation puts the gap between HOMO and LUMO (spin up / spin down) at 5.43 / 5.05 eV. Its spin multiplicity is 2. Its maximum force is 1.3 eV/Å.